[1]
The following is a quantum chemistry calculation of a structure of composition C29H35BrHfN2O3P, from OMol25.

Structure (XYZ):
```
72
Properties=species:S:1:pos:R:3:mulliken_charge:R:1
Hf -0.59455 0.94651 0.07951 1.546
C 5.00843 -0.43757 1.44289 -1.172
O 3.73608 0.08994 1.08979 -0.201
C 3.71253 1.22612 0.35461 0.374
C 4.82504 1.90077 -0.10261 -0.615
C 4.69477 3.09522 -0.82570 -0.946
C 3.45452 3.61857 -1.06422 -0.977
C 2.30476 2.93465 -0.62415 0.419
C 1.02479 3.57912 -0.69081 -0.009
N -0.07851 2.96608 -0.43992 0.424
N -1.18346 3.76628 -0.18138 -0.763
C -1.86928 3.27036 0.80412 0.579
O -1.49681 2.13797 1.42501 -0.798
C -3.09577 3.94209 1.26345 0.362
C -3.51915 5.12379 0.65977 -0.255
C -4.68895 5.73106 1.07983 -0.664
C -5.44205 5.16278 2.10170 -0.370
C -5.02010 3.98581 2.70399 -0.706
C -3.84891 3.37429 2.28532 -0.319
C 2.42212 1.71794 0.06845 0.959
O 1.36396 1.02808 0.49937 -0.969
H 4.81219 -1.32054 2.04273 0.227
H 5.58254 0.27792 2.03330 0.441
H 5.57910 -0.71996 0.55548 0.453
H 5.81363 1.51835 0.10616 0.479
H 5.58289 3.60849 -1.16747 0.409
H 3.33803 4.55886 -1.58861 0.430
H 0.96993 4.65146 -0.86403 0.468
H -2.92940 5.55293 -0.13868 0.451
H -5.02030 6.64788 0.61050 0.404
H -6.35888 5.63625 2.42705 0.395
H -5.60500 3.54201 3.49881 0.404
H -3.51357 2.45596 2.74685 0.435
C 0.89457 -4.21610 0.51278 -1.707
C 1.33110 -2.75957 0.33497 2.383
C 1.43831 -2.13695 1.73494 -1.963
C 2.70239 -2.68358 -0.34434 -2.311
P 0.09593 -1.74167 -0.66867 0.851
C -1.48765 -2.14135 0.17286 1.139
C -2.49072 -3.00777 -0.23497 -0.523
C -3.68944 -3.06746 0.46575 -0.728
C -3.90103 -2.27383 1.58770 -0.791
C -2.89586 -1.42993 2.02995 -1.089
C -1.70644 -1.36687 1.32140 -0.497
C 0.11595 -2.25206 -2.48051 1.697
C 0.22501 -3.75633 -2.72693 -1.781
C -1.12722 -1.71595 -3.19865 -1.714
C 1.32898 -1.53554 -3.09673 -1.755
H 1.62966 -4.71647 1.14927 0.536
H 0.83950 -4.76822 -0.41860 0.275
H -0.07227 -4.28205 1.01509 0.339
H 2.24679 -2.64701 2.26675 0.588
H 0.53294 -2.29788 2.31901 0.379
H 1.68749 -1.07567 1.70184 0.223
H 3.44942 -3.12345 0.32202 0.564
H 2.99804 -1.65251 -0.53974 0.423
H 2.72979 -3.24759 -1.27525 0.322
H -2.34774 -3.64242 -1.09895 0.290
H -4.46624 -3.74224 0.12958 0.477
H -4.83962 -2.32585 2.12192 0.429
H -3.02974 -0.82934 2.92041 0.491
H -0.87755 -0.79718 1.75622 0.485
H -0.59786 -4.31255 -2.27530 0.241
H 1.16522 -4.16822 -2.36802 0.346
H 0.18697 -3.92974 -3.80562 0.556
H -2.06677 -2.05497 -2.76936 0.370
H -1.08932 -2.06601 -4.23395 0.551
H -1.13237 -0.63337 -3.21996 0.300
H 2.28108 -1.89410 -2.71032 0.322
H 1.27256 -0.45616 -2.93632 0.303
H 1.32235 -1.70957 -4.17559 0.523
Br -2.61683 0.88808 -1.47574 -0.441
```

Summary:
* E_LUMO: -0.1296 Ha
* energy above the lowest of the compared OMol25 structures with the same formula, charge and spin: 125.9 kJ/mol
* net charge: +1

[2]
The following is a quantum chemistry calculation of a structure of composition C29H35Cl3N4O2P2Pt at a distorted geometry, from OMol25.

Structure (XYZ):
```
76
Properties=species:S:1:pos:R:3:mulliken_spin:R:1
Pt 0.06070 -0.91282 -0.62254 0.128
C -0.31403 -1.30180 -2.71587 -0.013
C -1.45256 -0.46732 -2.74930 0.061
C -2.76630 -1.05588 -2.46273 0.018
C -2.64084 -2.16311 -1.37556 0.006
C -1.54808 -2.07897 -0.35471 0.104
C -0.29955 -2.95519 -0.46516 -0.028
C 0.07962 -3.57362 -1.75994 0.001
C -0.26303 -2.77960 -3.06721 -0.018
C 1.10890 -1.17024 1.27392 0.259
H 0.66540 -0.89546 -3.07605 -0.010
H -1.39440 0.47683 -3.32078 -0.005
H -3.16449 -1.59047 -3.34294 0.004
H -3.53052 -0.33741 -2.13199 0.006
H -3.56260 -2.14630 -0.79546 -0.003
H -2.63741 -3.16855 -1.81593 -0.001
H -2.04536 -2.08795 0.62775 -0.065
H 0.10148 -3.46785 0.43700 -0.004
H -0.45211 -4.54741 -1.76554 0.001
H 1.17483 -3.73913 -1.75676 0.004
H 0.53717 -2.94371 -3.83956 0.000
H -1.19749 -3.20237 -3.48679 -0.002
H 1.75055 -2.10677 1.22435 0.029
H 0.40032 -1.28144 2.11028 -0.080
H 1.82920 -0.35945 1.55914 -0.055
P -1.29619 0.27459 1.59669 0.847
P 0.38668 1.26737 -1.27202 0.054
N -2.11180 -1.54650 2.72134 0.321
N -1.16100 0.96658 3.13894 0.026
N 1.65623 1.02770 -2.71880 -0.004
N 1.32904 2.67347 -0.89704 0.015
C -1.83024 1.71039 0.65055 0.268
C -1.32663 1.97424 -0.80381 -0.037
C -1.46626 -2.75731 2.83449 -0.002
C -2.26715 -3.73371 3.43221 0.020
C -3.46206 -3.08567 3.74948 0.018
C -3.32584 -1.73148 3.33066 -0.001
C -0.13180 0.87333 4.09035 -0.009
C -0.65296 1.10139 5.35193 0.012
C -2.05895 1.31635 5.19721 0.011
C -2.36613 1.21671 3.85344 0.031
C 2.47673 -0.13356 -2.75871 0.000
C 2.90743 -0.33725 -4.06026 0.004
C 2.34066 0.68474 -4.86202 0.001
C 1.50093 1.44904 -4.04568 0.002
C 1.74577 3.65040 -1.82581 0.001
C 2.08910 4.79390 -1.12462 0.000
C 1.77879 4.57422 0.25485 0.000
C 1.28004 3.28091 0.36276 0.003
H -1.55411 2.56490 1.28360 0.014
H -2.93021 1.69692 0.63260 -0.010
H -2.00601 1.58570 -1.57077 -0.003
H -1.21655 3.04457 -0.97281 0.004
H -0.46774 -2.90910 2.45238 0.015
H -1.91354 -4.75175 3.58970 0.001
H -4.31679 -3.53436 4.23629 0.002
H -4.07780 -0.94491 3.44946 0.000
H 0.88144 0.77740 3.71883 0.004
H -0.10624 1.15651 6.29510 0.001
H -2.76800 1.54907 5.98558 0.002
H -3.28756 1.39084 3.30219 0.002
H 2.71486 -0.70158 -1.85932 0.008
H 3.49355 -1.17695 -4.39580 0.000
H 2.48882 0.84799 -5.91453 0.000
H 0.86665 2.30187 -4.26218 0.000
H 1.80923 3.41666 -2.87727 0.000
H 2.52914 5.65864 -1.58625 0.000
H 1.91626 5.26870 1.07603 0.000
H 0.92708 2.70504 1.20159 0.013
Cl 4.97127 3.37952 0.61662 0.000
C 4.92108 1.63674 0.41557 0.002
Cl 5.40699 1.25711 -1.27356 0.000
Cl 6.02657 0.77338 1.49685 0.000
C 3.41451 1.21392 0.74060 -0.001
O 2.97343 1.61092 1.83479 0.003
O 2.82990 0.52841 -0.13906 0.022
```

Summary:
* ⟨S²⟩: 2.015
* E_LUMO (spin up / spin down): -0.0584 / -0.1034 Ha
* energy above the lowest of the compared OMol25 structures with the same formula, charge and spin: 213.4 kJ/mol
* 2S+1: 3

[3]
The following is a quantum chemistry calculation of a structure of composition C29H35Cl3N4O2P2W at a distorted geometry, from OMol25.

Structure (XYZ):
```
76
Properties=species:S:1:pos:R:3:mulliken_spin:R:1
W 0.12108 1.29652 -1.90041 1.541
C -1.99812 1.78895 -7.44949 0.001
C -2.11208 0.51041 -7.06919 0.000
C -1.37517 -0.58015 -7.75646 0.000
C 0.11059 -0.21689 -8.10830 0.000
C 0.84932 0.58930 -7.07528 -0.004
C 0.94076 1.92986 -7.12886 -0.003
C 0.28202 2.70112 -8.24570 0.001
C -1.16515 2.28487 -8.60484 0.000
C 0.70806 1.00291 0.09549 -0.030
H -2.60283 2.56930 -6.97348 0.000
H -2.84567 0.22644 -6.31394 0.000
H -1.90887 -0.82817 -8.68744 0.000
H -1.39877 -1.52051 -7.19878 0.000
H 0.65241 -1.14448 -8.37356 0.000
H 0.07126 0.36038 -9.04237 0.000
H 1.40143 0.01771 -6.31638 -0.001
H 1.52533 2.49459 -6.38884 0.001
H 0.90204 2.59688 -9.14573 0.000
H 0.28287 3.77700 -8.05125 0.000
H -1.68555 3.13565 -9.08252 0.000
H -1.11679 1.50681 -9.37914 0.000
H 0.05692 1.61537 0.72912 0.007
H 1.75162 1.07590 0.45908 0.024
H 0.40124 -0.07820 0.14739 0.020
P 1.61561 -0.43272 -2.18903 0.054
P -1.13189 -0.84571 -1.77971 0.052
N 2.90255 0.75905 -2.50080 0.037
N 2.69234 -1.65819 -1.41408 0.007
N -2.08816 0.33668 -2.66419 -0.042
N -2.79504 -1.83352 -1.47662 0.023
C 0.94490 -1.16542 -3.61410 0.263
C -0.44894 -1.76670 -3.21237 -0.044
C 2.58946 2.09858 -2.19844 -0.022
C 3.55326 2.88929 -2.81086 -0.001
C 4.36963 2.03162 -3.60021 0.019
C 3.91745 0.73474 -3.43097 -0.002
C 3.58257 -1.47964 -0.34233 -0.001
C 4.27772 -2.67010 -0.09895 0.003
C 3.81465 -3.60341 -1.07245 -0.001
C 2.88172 -2.95770 -1.86975 0.002
C -1.89015 1.77156 -2.16012 0.045
C -2.45646 2.58014 -3.15600 0.039
C -2.83906 1.76088 -4.22203 -0.014
C -2.60373 0.41642 -3.92557 0.040
C -4.01183 -2.06199 -2.11771 -0.007
C -4.81680 -2.89539 -1.31225 0.011
C -4.05128 -3.19928 -0.14812 -0.012
C -2.82731 -2.53357 -0.28644 0.001
H 1.60148 -1.96746 -3.98751 0.002
H 0.88829 -0.39402 -4.40714 -0.158
H -1.15129 -1.80467 -4.07464 -0.002
H -0.36023 -2.79645 -2.78705 -0.004
H 1.80072 2.34453 -1.45086 0.013
H 3.68008 3.95747 -2.68453 0.000
H 5.20048 2.33343 -4.20887 0.000
H 4.22423 -0.20033 -3.87734 0.000
H 3.64566 -0.53310 0.15516 -0.002
H 5.03181 -2.85421 0.67100 0.000
H 4.14320 -4.62517 -1.18548 0.000
H 2.35151 -3.30726 -2.72869 0.001
H -1.88375 1.83818 -1.05445 -0.026
H -2.68662 3.61584 -2.98175 -0.003
H -3.27033 2.10506 -5.14407 -0.002
H -2.71477 -0.43720 -4.60004 0.008
H -4.27277 -1.59809 -3.05817 -0.001
H -5.81939 -3.24387 -1.53512 0.001
H -4.36500 -3.78155 0.70332 -0.001
H -2.00242 -2.44590 0.40067 0.005
Cl -3.70352 -1.51620 3.11103 0.015
C -2.86069 0.05010 2.97697 0.034
Cl -4.01659 1.33040 2.59998 -0.002
Cl -1.98039 0.45127 4.47279 0.010
C -1.77759 -0.15909 1.81171 -0.014
O -1.00429 -1.12065 1.96768 -0.007
O -1.94552 0.71391 0.92086 0.127
```

Summary:
* ⟨S²⟩: 2.068
* E_LUMO (spin up / spin down): -0.3559 / -0.3625 Ha
* 2S+1: 3
* net charge: +2

| no. | DFT total energy (hartree) |
| --- | --- |
| 1 | -4424.6259 |
| 2 | -3677.7624 |
| 3 | -3624.9085 |